No. 1
A cluster of 6 separate species, C12H23N3O16S3 in total at a distorted geometry. Source: the Open Molecules 2025 dataset; level of theory: ωB97M-V with the def2-TZVPD basis set.

The geometry in ORCA input format:
```
! RIJCOSX wB97M-V def2-TZVPD def2/J DEFGRID3
* xyz 0 1
C -11.79060 -3.81519 -2.32181
N -11.08947 -5.02586 -2.79036
O -11.42468 -6.12420 -2.40863
O -10.11623 -4.94480 -3.54009
H -12.86388 -3.95313 -2.45274
H -11.51138 -2.96696 -2.94683
H -11.65372 -3.67855 -1.24910
C -12.18497 -14.29960 -0.27511
N -11.84972 -15.26107 0.82051
O -11.20176 -16.24577 0.53262
O -12.31052 -15.00127 1.86793
H -12.48908 -13.40058 0.26097
H -12.93053 -14.89374 -0.80354
H -11.27085 -14.25366 -0.86704
C -5.17383 -7.61848 0.44732
C -5.31339 -6.87899 1.75288
O -5.41318 -7.89096 2.69813
S -6.22892 -9.19288 2.06611
O -7.62381 -9.31699 2.53284
O -5.37714 -10.41987 2.09453
O -6.20403 -8.60121 0.53928
H -4.18963 -8.08567 0.41295
H -5.44724 -7.10283 -0.47325
H -6.07300 -6.10108 1.82998
H -4.38252 -6.38625 2.03358
C -18.52180 -10.01320 -3.84062
C -17.42622 -11.02585 -4.28420
O -18.11871 -12.24011 -4.22262
S -19.26480 -12.38926 -3.05159
O -18.58097 -12.71696 -1.82176
O -20.43519 -13.20463 -3.46205
O -19.52369 -10.84545 -3.17871
H -19.26341 -9.63565 -4.54458
H -18.04254 -9.25694 -3.21894
H -16.66053 -10.99769 -3.50894
H -16.93280 -10.86384 -5.24253
C -26.69450 -12.35120 -0.76167
C -26.21890 -11.61612 0.48083
O -26.71610 -10.26786 0.26859
S -26.82533 -9.86269 -1.30412
O -25.68581 -9.03561 -1.57172
O -28.14262 -9.29431 -1.67025
O -26.58684 -11.37223 -1.84757
H -27.69078 -12.76698 -0.61113
H -26.09864 -13.24253 -0.95809
H -25.16031 -11.35656 0.47007
H -26.61252 -11.95631 1.43866
N -17.86770 -8.08208 2.65028
C -17.90062 -6.73760 2.51743
C -16.57886 -6.32750 2.43900
C -15.68881 -7.47721 2.48931
C -16.56169 -8.49775 2.64882
H -18.61375 -8.64346 2.26510
H -18.80063 -6.20991 2.23829
H -16.37513 -5.28138 2.26427
H -14.66044 -7.57156 2.17317
H -16.47491 -9.57088 2.56361
*
```

Properties
Highest occupied orbital energy = -8.5 eV
M = 561.5 g/mol
Electronic energy = -82540.84430 eV
Kohn-Sham gap = 0.3072 Ha
SMILES = C[N+](=O)[O-].C[N+](=O)[O-].O=S1(=O)OCCO1.O=S1(=O)OCCO1.O=S1(=O)OCCO1.c1cc[nH]c1

natural (NBO) atomic charge list, values in e, 4 entries: -0.49, 0.52, -0.37, -0.38

No. 2
An isolated molecule of C12H23N3O2. Source: the Open Molecules 2025 dataset; level of theory: ωB97M-V with the def2-TZVPD basis set.

The geometry in ORCA input format:
```
! RIJCOSX wB97M-V def2-TZVPD def2/J DEFGRID3
* xyz 0 1
C -2.08696 2.68749 -1.84410
C -1.89611 2.91279 -0.34522
C -0.43357 3.14901 -0.00381
O -0.00245 4.21499 0.38406
N 0.35320 2.06774 -0.19788
H -0.05067 1.17674 -0.44084
C 1.76261 2.05789 0.10290
H 2.33899 1.89507 -0.81408
C 2.08474 0.97581 1.13855
N 1.53809 -0.30454 0.73362
C 1.43823 -1.27820 1.80213
H 1.08990 -0.78280 2.70997
C 0.41298 -2.35253 1.37953
N 0.40126 -2.45707 -0.06142
C -0.67293 -2.37822 -0.88479
O -0.53858 -2.30002 -2.09200
C -2.05310 -2.40807 -0.25124
C -2.50944 -0.98252 0.06518
H -1.83201 -0.49664 0.76536
H -2.53819 -0.39840 -0.85163
H -3.50744 -0.99264 0.49822
H -2.07460 -3.03763 0.63785
H -2.72939 -2.83728 -0.99209
C 1.72606 -2.32302 -0.62699
C 2.22229 -0.88389 -0.41354
H 1.98397 -0.28301 -1.29280
H 3.31826 -0.88240 -0.27681
H 2.38387 -3.04413 -0.13307
H 1.66974 -2.55864 -1.68963
H 0.68700 -3.32148 1.81797
H -0.57258 -2.07629 1.74471
H 2.41418 -1.74122 2.02722
H 3.17722 0.93526 1.29276
H 1.61458 1.25321 2.08518
H 2.01292 3.04368 0.50127
H -2.45554 3.79464 -0.03149
H -2.26395 2.04990 0.21373
H -1.71361 3.54291 -2.40189
H -1.55574 1.80039 -2.18236
H -3.14325 2.56313 -2.07253
*
```

Properties
Energy above the lowest of the compared OMol25 structures with the same formula, charge and spin = 0.401 eV
Highest occupied orbital energy = -9.1 eV
M = 241.3 g/mol
Electronic energy = -21383.37964 eV
Kohn-Sham gap = 0.3594 Ha
SMILES = CCC(=O)NCCN1CCN(C(=O)CC)CC1

natural (NBO) atomic charge list, values in e, 4 entries: -0.60, -0.49, 0.68, -0.63